Below is C37H40AsNOP2Yb as an isolated structure at a distorted geometry, with properties calculated with wB97M-V/def2-TZVPD.

Each line ends with the Löwdin spin population.
Cartesian coordinates (Å):
C -1.53 2.97 -4.48  0.000
C -1.15 1.81 -3.78  0.002
C 0.23 1.53 -3.59  0.000
C 1.20 2.40 -4.15  0.002
C 0.79 3.53 -4.87  0.000
C -0.57 3.83 -5.03  0.002
C 2.65 2.07 -3.88  0.000
C 2.86 0.57 -3.93  0.000
C 1.83 -0.22 -3.38  0.000
C 1.96 -1.63 -3.35  0.000
C 3.15 -2.22 -3.81  0.000
C 4.18 -1.43 -4.34  0.001
C 4.03 -0.04 -4.42  0.000
H -2.60 3.19 -4.61  0.000
H 1.55 4.19 -5.30  0.000
H -0.88 4.73 -5.58  0.000
H 3.32 2.60 -4.57  0.000
H 3.26 -3.31 -3.78  0.000
H 5.10 -1.90 -4.71  0.000
H 4.82 0.59 -4.84  0.000
N 0.66 0.39 -2.89  0.001
Yb 0.16 0.04 -0.89  0.989
C -2.20 0.86 -3.25  0.002
H -2.01 -0.17 -3.61  0.000
H -3.21 1.17 -3.56  0.000
C 0.80 -2.48 -2.89  0.000
H -0.10 -2.24 -3.50  0.000
H 1.02 -3.55 -3.00  0.000
P -2.05 0.77 -1.40  0.000
P 0.27 -2.14 -1.14  0.000
C 1.48 -3.05 -0.10  0.000
H 1.17 -2.98 0.96  0.000
H 1.55 -4.11 -0.40  0.000
H 2.46 -2.56 -0.21  0.000
C -1.27 -3.16 -0.97  0.001
H -1.04 -4.23 -1.07  0.000
H -1.72 -2.97 0.02  0.000
H -1.98 -2.86 -1.75  0.000
C -2.48 2.49 -0.87  0.000
H -3.37 2.87 -1.41  0.000
H -2.67 2.50 0.21  0.000
H -1.62 3.14 -1.10  0.000
C -3.55 -0.18 -0.86  -0.001
H -3.49 -0.34 0.23  0.000
H -4.47 0.36 -1.11  0.000
H -3.56 -1.16 -1.35  0.000
H 2.90 2.42 -2.85  0.000
H 1.75 -0.29 -0.69  0.002
O -0.81 0.19 1.07  0.000
As -0.36 -0.06 2.64  0.000
C 0.86 1.42 3.00  0.000
C 2.07 1.52 2.29  0.000
C 2.94 2.58 2.53  0.000
C 2.61 3.55 3.49  0.000
C 1.41 3.45 4.20  0.000
C 0.54 2.39 3.95  0.000
C -2.03 0.22 3.62  0.000
C -2.49 -0.74 4.53  0.000
C -3.69 -0.54 5.22  0.000
C -4.44 0.62 4.99  0.000
C -3.99 1.57 4.08  0.000
C -2.79 1.38 3.40  0.000
C 0.36 -1.82 3.03  0.000
C 1.67 -1.93 3.51  0.000
C 2.20 -3.19 3.82  0.000
C 1.41 -4.34 3.66  0.000
C 0.10 -4.23 3.19  0.000
C -0.43 -2.97 2.88  0.000
H 2.32 0.77 1.55  0.000
H 3.87 2.66 1.98  0.000
H 3.28 4.38 3.68  0.000
H 1.16 4.20 4.94  0.000
H -0.39 2.32 4.51  0.000
H -1.92 -1.64 4.72  0.000
H -4.04 -1.28 5.92  0.000
H -5.38 0.77 5.52  0.000
H -4.57 2.47 3.90  0.000
H -2.44 2.12 2.69  0.000
H 2.29 -1.05 3.64  0.000
H 3.22 -3.28 4.18  0.000
H 1.82 -5.31 3.90  0.000
H -0.51 -5.11 3.08  0.000
H -1.45 -2.89 2.52  0.000

Kohn-Sham gap (alpha / beta)   6.69 / 6.70 eV
2S+1   2
Highest occupied orbital energy (alpha / beta)   -0.3386 / -0.3390 Eh
Net charge   +1
Largest force on an atom   9.5 eV/Å
Expectation value of S²   0.7516
LUMO energy (alpha / beta)   -2.52 / -2.52 eV

=====

Below is C37H40BeO2P2 as an isolated structure at a distorted geometry, with properties calculated with wB97M-V/def2-TZVPD.

Each line ends with the Mulliken charge.
Cartesian coordinates (Å):
Be -0.46 1.72 -0.76  -2.190
C -1.97 1.02 -2.75  -0.959
C -1.91 -0.33 -2.53  -0.496
C -1.21 -1.32 -3.39  -0.799
C 0.19 -0.80 -3.88  -1.250
C 0.94 -0.09 -2.80  -0.634
C 0.65 1.21 -2.36  2.649
C 0.15 2.19 -3.45  -0.888
C -1.26 1.78 -3.86  -0.911
C 1.38 -0.34 2.54  -0.770
H -2.88 1.54 -2.44  0.982
H -2.63 -0.80 -1.86  0.996
H -1.82 -1.55 -4.29  0.544
H -1.10 -2.27 -2.84  0.103
H 0.76 -1.72 -4.12  0.550
H 0.06 -0.24 -4.82  0.222
H 1.83 -0.63 -2.47  0.804
H 1.35 1.68 -1.62  -2.008
H 0.76 2.22 -4.39  0.410
H 0.18 3.22 -3.05  0.281
H -1.85 2.71 -4.01  0.363
H -1.26 1.19 -4.79  0.330
H 1.73 0.50 3.12  0.652
H 1.57 -1.29 3.03  0.487
H 0.30 -0.24 2.33  -0.588
P -1.52 -0.87 0.75  0.431
P 2.26 -0.37 1.00  1.738
C -0.15 -1.47 -0.21  -0.775
C 1.21 -1.16 -0.19  -1.128
C -2.44 -2.40 1.05  -0.104
C -2.73 -3.41 0.10  -0.025
C -3.45 -4.55 0.50  -0.671
C -3.84 -4.73 1.82  -0.561
C -3.51 -3.77 2.77  -0.578
C -2.79 -2.63 2.40  -0.446
C -2.72 0.51 0.14  0.708
C -2.44 1.85 -0.22  -0.335
C -3.43 2.82 0.09  -0.289
C -4.78 2.45 0.06  -0.723
C -5.07 1.09 0.05  -0.803
C -4.07 0.14 0.19  -0.414
C 3.80 -1.26 1.19  0.371
C 3.70 -2.65 1.38  -0.546
C 4.84 -3.40 1.61  -0.710
C 6.08 -2.77 1.69  -0.403
C 6.18 -1.39 1.59  -0.779
C 5.04 -0.62 1.37  -0.280
C 2.71 1.36 0.71  0.588
C 2.36 2.43 1.56  -0.685
C 2.68 3.73 1.21  -0.448
C 3.32 3.98 -0.01  -0.794
C 3.73 2.92 -0.84  -0.455
C 3.42 1.61 -0.47  -0.421
H -0.49 -2.27 -0.89  0.398
H 1.82 -1.69 -0.92  1.246
H -2.38 -3.29 -0.93  0.181
H -3.71 -5.29 -0.26  0.398
H -4.42 -5.60 2.10  0.368
H -3.81 -3.89 3.81  0.401
H -2.47 -1.90 3.15  0.296
H -1.73 2.27 -1.06  0.872
H -3.14 3.87 0.25  0.441
H -5.57 3.22 0.01  0.354
H -6.11 0.76 0.02  0.392
H -4.32 -0.89 0.35  0.495
H 2.70 -3.11 1.33  0.427
H 4.74 -4.48 1.73  0.388
H 6.97 -3.36 1.89  0.381
H 7.14 -0.88 1.71  0.389
H 5.10 0.47 1.33  0.285
H 1.85 2.24 2.52  0.073
H 2.40 4.54 1.88  0.418
H 3.54 4.99 -0.30  0.407
H 4.27 3.09 -1.78  0.410
H 3.69 0.77 -1.12  0.295
C -1.27 1.59 3.30  -0.936
C -0.97 2.39 2.02  0.713
O -1.16 3.58 2.07  -0.654
O -0.45 1.82 0.89  1.476
H -1.65 2.31 4.07  0.430
H -0.35 1.15 3.76  0.191
H -2.07 0.81 3.18  0.123

Energy relative to the best compared isomer or geometry (same formula, charge and spin)   86.36 kcal per mole
Kohn-Sham gap (alpha / beta)   5.35 / 5.69 eV
Highest occupied orbital energy (alpha / beta)   -0.1848 / -0.1948 Eh
Largest force on an atom   3.2 eV/Å
LUMO energy (alpha / beta)   0.32 / 0.39 eV

=====

Below is C37H40CdO2P2 as an isolated structure at a distorted geometry, with properties calculated with wB97M-V/def2-TZVPD.

Each line ends with the Mulliken charge.
Cartesian coordinates (Å):
Cd -0.05 0.64 -1.85  1.038
C -1.82 1.03 -3.20  0.175
C -1.79 -0.32 -2.93  -0.409
C -1.11 -1.35 -3.80  -0.714
C 0.30 -0.95 -4.36  -1.572
C 1.17 -0.06 -3.49  -0.840
C 1.21 1.32 -3.59  0.501
C 0.24 2.14 -4.41  -1.026
C -1.25 1.66 -4.45  -1.362
C 0.78 0.34 3.89  0.079
H -2.60 1.63 -2.69  0.405
H -2.43 -0.75 -2.14  0.512
H -1.76 -1.56 -4.66  0.548
H -1.00 -2.31 -3.25  0.221
H 0.87 -1.89 -4.49  0.481
H 0.17 -0.51 -5.36  0.226
H 1.98 -0.59 -2.96  0.885
H 2.13 1.83 -3.29  0.305
H 0.61 2.25 -5.44  0.361
H 0.28 3.17 -4.01  0.445
H -1.82 2.58 -4.64  0.413
H -1.37 1.02 -5.33  0.319
H 1.60 0.82 4.43  0.360
H 1.13 0.04 2.89  -1.050
H 0.39 -0.52 4.43  0.482
P -1.43 -0.75 0.82  1.208
P 2.14 -0.07 0.92  1.147
C -0.18 -1.18 -0.43  -0.886
C 1.22 -0.88 -0.39  -1.325
C -2.43 -2.28 0.90  -0.235
C -2.77 -3.19 -0.11  0.208
C -3.51 -4.33 0.23  -0.691
C -3.89 -4.57 1.56  -0.515
C -3.54 -3.66 2.57  -0.450
C -2.81 -2.52 2.24  -0.545
C -2.64 0.53 0.24  0.529
C -2.26 1.90 0.20  -0.300
C -3.21 2.90 0.04  -0.897
C -4.57 2.58 0.01  -0.572
C -4.96 1.25 0.02  -0.687
C -4.01 0.23 0.09  -0.493
C 3.60 -1.12 1.17  0.289
C 3.35 -2.42 1.66  -0.623
C 4.42 -3.23 2.01  -0.529
C 5.73 -2.76 1.83  -0.534
C 5.97 -1.49 1.31  -0.605
C 4.91 -0.66 0.96  -0.309
C 2.78 1.56 0.37  0.010
C 2.61 2.56 1.34  -0.498
C 2.91 3.88 1.06  -0.625
C 3.31 4.25 -0.22  -0.572
C 3.51 3.26 -1.19  -0.687
C 3.30 1.91 -0.89  -0.003
H -0.45 -2.08 -1.00  0.381
H 1.87 -1.48 -1.04  0.865
H -2.47 -3.03 -1.14  0.147
H -3.80 -5.04 -0.55  0.398
H -4.46 -5.46 1.82  0.348
H -3.82 -3.82 3.60  0.405
H -2.52 -1.80 3.00  0.239
H -1.21 2.18 0.33  0.349
H -2.90 3.94 0.00  0.436
H -5.31 3.38 0.02  0.384
H -6.02 1.00 -0.01  0.403
H -4.35 -0.80 0.14  0.355
H 2.32 -2.77 1.76  0.334
H 4.23 -4.21 2.42  0.385
H 6.57 -3.39 2.11  0.355
H 6.99 -1.12 1.17  0.394
H 5.07 0.33 0.54  0.340
H 2.21 2.28 2.32  0.047
H 2.79 4.63 1.84  0.409
H 3.45 5.30 -0.47  0.386
H 3.83 3.55 -2.19  0.411
H 3.54 1.14 -1.64  0.720
C -1.68 0.44 5.45  -0.548
O -1.29 1.53 4.56  -0.381
C -0.30 1.36 3.64  0.537
O -0.28 2.11 2.67  -0.445
H -2.43 0.87 6.11  0.269
H -0.83 0.06 6.04  0.366
H -2.12 -0.39 4.88  0.114

Energy relative to the best compared isomer or geometry (same formula, charge and spin)   0.00 kcal per mole
Kohn-Sham gap (alpha / beta)   5.92 / 5.23 eV
Highest occupied orbital energy (alpha / beta)   -0.1962 / -0.1909 Eh
Largest force on an atom   3.3 eV/Å
LUMO energy (alpha / beta)   0.58 / 0.03 eV

=====

Below is C37H40F6MnN3OP2 as an isolated structure at a distorted geometry, with properties calculated with wB97M-V/def2-TZVPD.

Each line ends with the Löwdin spin population.
Cartesian coordinates (Å):
Mn -0.39 1.18 1.45  3.916
O -1.54 1.29 3.62  0.024
N -0.18 1.31 3.30  -0.044
C 0.64 1.41 4.29  0.031
C 2.07 1.31 4.21  0.001
C 2.80 1.35 5.41  0.011
C 4.18 1.22 5.41  -0.002
C 4.86 1.07 4.21  0.011
C 4.16 1.02 3.02  -0.002
C 2.78 1.14 3.00  0.001
P 1.97 1.06 1.36  -0.051
C 2.64 -0.50 0.69  -0.006
C 3.83 -0.56 -0.04  -0.003
C 4.31 -1.79 -0.45  0.000
C 3.62 -2.96 -0.14  -0.002
C 2.44 -2.89 0.58  0.000
C 1.95 -1.67 0.99  0.000
C 2.77 2.39 0.43  -0.002
C 2.86 2.30 -0.96  -0.005
C 3.40 3.34 -1.68  0.001
C 3.86 4.48 -1.03  -0.006
C 3.78 4.57 0.35  0.000
C 3.22 3.54 1.09  -0.004
H -1.86 2.20 3.81  0.000
H 0.22 1.55 5.29  0.000
H 2.28 1.49 6.34  0.000
H 4.72 1.24 6.34  0.000
H 5.94 0.99 4.21  0.000
H 4.69 0.89 2.09  0.000
H 4.37 0.34 -0.28  0.000
H 5.22 -1.83 -1.02  0.000
H 4.01 -3.91 -0.46  0.000
H 1.91 -3.80 0.82  0.000
H 1.02 -1.60 1.56  0.001
H 2.52 1.40 -1.46  0.000
H 3.47 3.27 -2.76  0.000
H 4.28 5.29 -1.60  0.000
H 4.15 5.44 0.86  0.000
H 3.14 3.62 2.16  0.000
C -2.43 0.32 -5.17  0.001
C -0.94 0.27 -4.77  0.001
C -0.18 1.31 -5.59  0.000
C -0.36 -1.12 -5.08  0.001
C -0.84 0.53 -3.29  0.010
C -0.27 1.69 -2.76  -0.002
C -0.12 1.82 -1.39  0.009
N -0.52 0.89 -0.52  -0.026
C -1.18 -0.20 -1.00  0.005
C -1.33 -0.39 -2.36  -0.002
C -1.74 -1.09 0.03  0.005
C -2.53 -2.19 -0.26  0.002
C -3.09 -2.96 0.76  0.004
C -2.79 -2.56 2.06  0.002
C -1.98 -1.46 2.28  0.008
N -1.46 -0.74 1.30  0.040
C -3.97 -4.14 0.44  0.000
C -4.49 -4.85 1.69  0.000
C -5.18 -3.64 -0.38  0.000
C -3.15 -5.14 -0.39  0.000
H -2.50 0.16 -6.24  0.000
H -2.86 1.29 -4.93  0.000
H -3.01 -0.45 -4.67  0.000
H -0.22 1.03 -6.64  0.000
H 0.86 1.36 -5.30  0.000
H -0.63 2.30 -5.50  0.000
H -0.38 -1.28 -6.15  0.000
H -0.93 -1.92 -4.61  0.000
H 0.67 -1.18 -4.74  0.000
H 0.06 2.50 -3.39  0.000
H 0.33 2.71 -0.99  0.000
H -1.84 -1.28 -2.71  0.000
H -2.73 -2.45 -1.29  0.000
H -3.19 -3.09 2.91  0.000
H -1.75 -1.16 3.30  0.001
H -5.09 -4.18 2.30  0.000
H -3.68 -5.26 2.28  0.000
H -5.13 -5.67 1.39  0.000
H -5.73 -2.89 0.18  0.000
H -5.84 -4.48 -0.58  0.000
H -4.88 -3.21 -1.33  0.000
H -2.29 -5.48 0.18  0.000
H -2.81 -4.72 -1.33  0.000
H -3.77 -6.01 -0.61  0.000
F -0.42 3.44 1.14  0.046
P -2.11 3.94 1.10  0.001
F -2.02 3.77 -0.48  0.000
F -1.99 3.82 2.72  0.000
F -2.38 2.23 1.15  0.024
F -3.64 4.19 1.14  0.001
F -1.64 5.43 1.08  0.001

Kohn-Sham gap (alpha / beta)   7.08 / 7.32 eV
2S+1   5
Highest occupied orbital energy (alpha / beta)   -0.5357 / -0.5360 Eh
Net charge   +2
Largest force on an atom   2.3 eV/Å
Expectation value of S²   6.0996
LUMO energy (alpha / beta)   -7.50 / -7.27 eV

=====

Below is C37H40N8O2RbS3 as an isolated structure, with properties calculated with wB97M-V/def2-TZVPD.

Each line ends with the Mulliken charge.
Cartesian coordinates (Å):
Rb 0.91 0.26 0.94  1.097
C -4.30 4.44 -2.36  -1.747
C -3.03 3.90 -1.75  0.582
C -1.86 3.83 -2.43  -0.538
C -0.65 3.37 -1.81  0.255
C 0.59 3.29 -2.40  -0.368
N 0.97 3.31 -3.67  -0.028
C 0.15 3.08 -4.86  -1.237
C -0.67 1.80 -4.76  -0.111
C 0.17 0.53 -4.59  -1.147
N -0.36 -0.34 -3.56  0.829
C -1.14 -1.35 -3.76  -0.550
C -1.71 -2.12 -2.72  0.737
C -2.58 -3.18 -3.06  -0.679
C -3.23 -3.91 -2.11  0.083
C -4.16 -5.04 -2.44  -1.707
C -3.00 -3.55 -0.76  -0.384
C -2.13 -2.56 -0.36  0.685
C -2.04 -2.33 1.09  -1.226
N -1.07 -1.79 1.71  0.670
C -1.21 -1.68 3.15  -1.103
C -0.78 -0.31 3.69  0.737
C -1.73 0.85 3.36  -1.148
N -1.43 1.43 2.06  0.459
C -2.19 2.32 1.58  -1.429
C -1.98 2.92 0.25  1.111
C -3.06 3.41 -0.41  -0.505
C -0.66 2.97 -0.40  -0.090
O 0.38 2.65 0.19  -0.807
C -1.42 -1.78 -1.34  -0.079
O -0.62 -0.85 -1.05  -0.342
H -4.12 4.82 -3.36  0.370
H -4.71 5.25 -1.76  0.376
H -5.07 3.66 -2.42  0.372
H -1.83 4.20 -3.44  0.345
H 1.41 3.16 -1.70  0.590
H 1.96 3.26 -3.82  0.303
H 0.83 3.04 -5.70  0.435
H -0.51 3.94 -5.04  0.316
H -1.30 1.73 -5.64  0.561
H -1.35 1.87 -3.91  0.272
H 1.20 0.76 -4.31  0.376
H 0.22 -0.04 -5.52  0.448
H -0.17 -0.17 -2.55  -0.322
H -1.38 -1.61 -4.79  0.448
H -2.74 -3.40 -4.11  0.386
H -4.30 -5.13 -3.52  0.385
H -5.14 -4.89 -1.99  0.363
H -3.78 -6.00 -2.08  0.326
H -3.54 -4.09 0.01  0.519
H -2.92 -2.69 1.65  0.240
H -0.57 -2.44 3.61  0.276
H -2.24 -1.89 3.47  0.492
H 0.22 -0.08 3.31  -1.155
H -0.68 -0.40 4.77  0.584
H -1.62 1.62 4.12  0.496
H -2.77 0.50 3.40  0.452
H -3.10 2.64 2.10  0.350
H -4.02 3.40 0.10  0.430
N 4.16 0.33 4.85  0.004
C 4.33 1.65 4.49  0.493
C 5.00 2.72 5.07  -1.231
C 4.93 3.92 4.41  -0.382
C 4.22 4.07 3.21  -0.724
C 3.56 3.01 2.63  -0.659
C 3.62 1.78 3.28  0.536
N 3.06 0.56 2.93  -0.119
C 3.39 -0.26 3.88  0.475
C 2.97 -1.65 3.94  -0.244
C 3.06 -2.48 5.03  -0.584
S 2.39 -4.00 4.67  -0.154
C 2.03 -3.45 3.09  -0.321
N 2.38 -2.22 2.84  0.045
H 4.56 -0.12 5.66  0.198
H 5.55 2.61 6.00  0.397
H 5.44 4.78 4.83  0.383
H 4.19 5.05 2.74  0.416
H 2.99 3.12 1.71  0.487
H 3.45 -2.26 6.01  0.408
H 1.54 -4.08 2.38  0.324
S 2.93 -0.59 -1.86  -0.233
C 2.31 -2.10 -1.59  0.162
N 2.22 -2.73 -0.41  0.058
C 1.39 -3.92 -0.35  -0.426
C 1.35 -4.50 -1.77  -0.604
S 1.68 -3.10 -2.87  -0.170
H 2.49 -2.24 0.44  0.182
H 0.39 -3.66 0.01  -0.110
H 1.84 -4.65 0.33  0.589
H 0.37 -4.92 -1.99  0.356
H 2.11 -5.25 -1.92  0.394

Energy relative to the best compared isomer or geometry (same formula, charge and spin)   0.00 kcal per mole
Kohn-Sham gap   7.33 eV
Highest occupied orbital energy   -0.3613 Eh
Net charge   +1
Largest force on an atom   0.9 eV/Å
LUMO energy   -2.50 eV

=====

Ordered electronic energy results: -5640.77024; -2281.53457; -2434.58112; -4106.09489; -3241.02103; unit hartree.